--- w ---
The following is a DFT calculation (wB97M-V/def2-TZVPD) of 3 unconnected molecules or ions with the total composition C2H4O3S.

Its spin multiplicity is 1. The net charge is 0.

The geometry in XYZ format:
```
10
C2H4O3S | the Open Molecules 2025 dataset | wB97M-V/def2-TZVPD
C 0.76 1.94 0.25
C 1.74 1.20 0.41
O -2.42 -2.15 -0.06
O -2.30 0.28 -0.37
O 0.16 -0.88 -0.10
S -2.24 -0.98 -0.91
H 0.40 2.71 0.85
H 2.72 0.61 0.12
H 0.00 -1.90 -0.32
H 1.19 -0.84 0.13
```



--- x ---
The following is a DFT calculation (wB97M-V/def2-TZVPD) of C2H4O3S in the gas phase.

Its spin multiplicity is 1. The net charge is 0.

The geometry in XYZ format:
```
10
C2H4O3S | the Open Molecules 2025 dataset | wB97M-V/def2-TZVPD
C -0.69 1.11 -0.26
C 0.34 0.27 0.33
O -0.26 1.24 1.13
O -1.96 0.62 -0.47
O 0.10 -1.07 0.72
S 2.17 0.50 0.03
H -0.33 1.88 -0.79
H -2.11 -0.27 -0.20
H -0.41 -1.16 1.53
H 2.21 -0.44 -0.95
```



Which structure loses on stability? w does.



--- w ---
The following is a DFT calculation (wB97M-V/def2-TZVPD) of 2 unconnected molecules or ions with the total composition C2H9N2.

Its spin multiplicity is 1. The net charge is +1.

The geometry in XYZ format:
```
13
C2H9N2 | the Open Molecules 2025 dataset | wB97M-V/def2-TZVPD
C 2.37 -4.74 0.29
H 1.53 -4.83 0.98
H 2.82 -3.81 -0.06
H 3.19 -5.09 0.94
H 2.10 -5.37 -0.56
N -0.38 3.13 -0.31
C -1.62 2.92 -0.63
N -2.59 2.92 0.25
H -0.01 3.39 0.61
H 0.39 3.20 -0.96
H -1.76 2.64 -1.67
H -3.45 2.54 -0.12
H -2.59 3.11 1.24
```



--- x ---
The following is a DFT calculation (wB97M-V/def2-TZVPD) of 2 unconnected molecules or ions with the total composition C2H9N2.

Its spin multiplicity is 1. The net charge is +1.

The geometry in XYZ format:
```
13
C2H9N2 | the Open Molecules 2025 dataset | wB97M-V/def2-TZVPD
C -3.68 0.20 -1.98
H -2.81 0.47 -1.38
H -3.63 0.45 -3.04
H -4.45 0.81 -1.53
H -3.86 -0.87 -2.03
N 0.49 0.29 0.28
C 1.76 0.09 0.50
N 2.21 -0.60 1.54
H -0.18 -0.23 0.81
H 0.16 0.88 -0.47
H 2.51 0.62 -0.07
H 3.08 -1.08 1.41
H 1.75 -0.76 2.42
```



--- y ---
The following is a DFT calculation (wB97M-V/def2-TZVPD) of 2 unconnected molecules or ions with the total composition C2H9N2.

Its spin multiplicity is 1. The net charge is +1.

The geometry in XYZ format:
```
13
C2H9N2 | the Open Molecules 2025 dataset | wB97M-V/def2-TZVPD
N 0.00 0.40 -2.25
H 0.91 0.65 -2.63
H -0.52 1.29 -2.24
H -0.40 -0.15 -3.00
H -0.45 -0.21 -0.37
C -0.96 -0.25 1.60
C 1.29 -0.28 0.74
N 0.04 -0.29 0.55
H -1.96 0.08 1.40
H -0.66 0.31 2.51
H -1.02 -1.25 2.08
H 1.90 0.07 -0.08
H 1.83 -0.38 1.68
```



Which structure loses on stability? y does.



--- w ---
The following is a DFT calculation (wB97M-V/def2-TZVPD) of C7H13N in the gas phase.

Its spin multiplicity is 1. The net charge is 0.

The geometry in XYZ format:
```
21
C7H13N | the Open Molecules 2025 dataset | wB97M-V/def2-TZVPD
C -1.69 -0.20 -1.40
C -0.54 -1.09 -0.64
C 0.52 -0.29 -0.11
C 0.25 0.78 0.86
C -0.72 0.39 1.97
C 2.95 0.11 -0.22
C 1.85 -0.57 -0.55
N -2.58 0.47 -0.60
H -2.19 -0.98 -1.96
H -2.50 1.45 -0.81
H -0.10 -1.71 -1.45
H -0.99 -1.74 0.13
H -0.28 1.57 0.29
H -0.43 -0.53 2.49
H 1.17 1.14 1.31
H -0.71 1.18 2.71
H 2.92 1.07 0.29
H 3.91 -0.34 -0.44
H 1.98 -1.38 -1.25
H -1.17 0.45 -2.09
H -1.66 0.22 1.46
```



--- x ---
The following is a DFT calculation (wB97M-V/def2-TZVPD) of C7H13N in the gas phase.

Its spin multiplicity is 1. The net charge is 0.

The geometry in XYZ format:
```
21
C7H13N | the Open Molecules 2025 dataset | wB97M-V/def2-TZVPD
C 0.90 0.00 -0.45
C -0.50 -1.58 -0.39
C 2.36 -0.24 -0.10
C 0.73 0.33 -1.92
C -2.07 1.06 1.72
N -1.46 -0.87 0.33
C -1.12 0.38 0.80
C 0.15 0.79 0.48
H -2.08 -1.39 0.93
H -0.31 -2.58 0.00
H -0.58 -1.55 -1.47
H 0.62 1.55 1.10
H 2.74 -1.12 -0.61
H 2.49 -0.38 0.98
H 2.99 0.60 -0.41
H 1.09 -0.48 -2.56
H -0.32 0.51 -2.16
H 1.30 1.22 -2.17
H -2.95 1.42 1.19
H -1.58 1.92 2.19
H -2.41 0.39 2.52
```



Which structure loses on stability? w does.



--- w ---
The following is a DFT calculation (wB97M-V/def2-TZVPD) of a molecular structure, C5H9NO4.

Its spin multiplicity is 1. The net charge is 0.

The geometry in XYZ format:
```
19
C5H9NO4 | the Open Molecules 2025 dataset | wB97M-V/def2-TZVPD
C -0.29 0.37 0.05
C 0.29 -0.94 -0.21
C -0.12 1.44 -1.00
C 2.07 -0.58 -0.17
C -1.98 -0.56 -0.29
N -0.28 0.83 1.36
O 2.53 -0.40 1.10
O -2.50 -1.18 0.81
O 2.83 -0.62 -1.11
O -2.65 -0.43 -1.29
H 3.51 -0.49 1.05
H -3.45 -1.33 0.62
H 0.36 1.59 1.58
H -0.45 0.13 2.07
H 0.19 -1.70 0.56
H 0.20 -1.29 -1.24
H 0.34 2.35 -0.61
H -1.10 1.70 -1.43
H 0.49 1.11 -1.84
```



--- x ---
The following is a DFT calculation (wB97M-V/def2-TZVPD) of a molecular structure, C5H9NO4.

Its spin multiplicity is 1. The net charge is 0.

The geometry in XYZ format:
```
19
C5H9NO4 | the Open Molecules 2025 dataset | wB97M-V/def2-TZVPD
C -2.26 0.64 -0.08
C -0.88 0.23 0.37
C 0.29 0.75 -0.46
O 0.18 1.20 -1.63
C 1.60 -0.05 -0.23
N 2.70 0.66 -0.08
O 1.61 -1.30 -0.24
H -3.02 0.05 0.43
H -2.48 1.69 0.17
H -2.33 0.57 -1.17
H 2.64 1.65 0.14
H 3.60 0.21 -0.06
O -0.07 1.72 0.96
H -0.72 -0.21 1.36
H -0.53 2.45 0.52
C 0.07 -2.49 -0.02
O -0.96 -1.75 -0.20
H 0.27 -3.24 -0.80
H 0.29 -2.77 1.03
```



Which structure loses on stability? x does.



--- w ---
The following is a DFT calculation (wB97M-V/def2-TZVPD) of C3H2N2OS2 in the gas phase.

Its spin multiplicity is 1. The net charge is 0.

The geometry in XYZ format:
```
10
C3H2N2OS2 | the Open Molecules 2025 dataset | wB97M-V/def2-TZVPD
C -0.05 -0.11 -0.10
C 1.40 -0.12 0.11
C -0.38 0.89 0.75
H 2.08 -0.65 -0.49
H -1.40 1.26 1.14
N -1.03 -0.91 -0.87
N 1.81 0.76 0.90
O 0.62 1.46 1.37
S -2.74 -0.97 -0.63
S -0.31 -1.61 -2.18
```



--- x ---
The following is a DFT calculation (wB97M-V/def2-TZVPD) of C3H2N2OS2 in the gas phase.

Its spin multiplicity is 1. The net charge is 0.

The geometry in XYZ format:
```
10
C3H2N2OS2 | the Open Molecules 2025 dataset | wB97M-V/def2-TZVPD
C -1.19 -1.13 -0.36
C 2.11 -1.19 0.26
C 0.69 0.52 -0.18
H -1.01 -2.30 -0.71
H 3.07 -1.50 0.82
N 0.11 -0.69 -0.23
N 0.99 -1.83 -0.03
O 1.95 0.25 0.06
S -2.48 -0.18 0.22
S 0.29 2.07 -0.04
```



Which structure loses on stability? w does.